Record 1
DFT (the ωB97M-V functional and the def2-TZVPD basis) results for C34H53F8N3O7PSSi2 as an isolated structure in a non-equilibrium geometry.

Geometry (Å):
1 C 1.52 2.66 0.25
2 C 0.88 3.64 -0.57
3 C 0.47 4.50 -1.93
4 Si -1.19 3.85 -2.75
5 C -1.90 2.47 -1.60
6 C -3.47 2.08 -1.93
7 O -3.97 2.54 -3.23
8 C -5.19 1.76 -3.63
9 C -6.56 2.36 -2.97
10 F -6.41 3.83 -2.88
11 F -6.60 1.86 -1.55
12 C -7.95 1.84 -3.67
13 F -9.07 2.28 -2.75
14 F -7.95 0.36 -3.63
15 C -8.28 2.48 -5.14
16 F -7.27 2.20 -6.19
17 F -9.55 1.81 -5.61
18 C -8.65 4.10 -5.10
19 F -9.56 4.32 -6.29
20 F -7.45 4.97 -5.38
21 O -0.94 3.37 -4.42
22 Si -0.28 1.76 -4.57
23 S 1.17 1.21 -3.07
24 P -1.97 0.32 -4.72
25 O -1.68 -0.88 -5.71
26 C 0.67 1.70 -6.29
27 O 0.75 0.57 -7.02
28 O 1.32 2.98 -6.68
29 C -2.40 5.36 -2.74
30 C -2.50 6.51 -3.93
31 C -3.47 7.81 -3.93
32 N -4.38 8.07 -2.78
33 C -4.35 7.05 -1.69
34 C -3.47 5.69 -1.50
35 H 2.01 1.74 0.83
36 H 1.34 4.58 -2.71
37 H 0.27 5.61 -1.54
38 H -1.26 1.49 -1.55
39 H -1.90 2.92 -0.50
40 H -3.60 0.93 -1.75
41 H -4.14 2.63 -1.11
42 H -5.11 0.62 -3.29
43 H -5.17 1.74 -4.81
44 H -9.24 4.42 -4.14
45 H 2.17 0.34 -3.60
46 H -3.07 1.09 -5.33
47 H -2.26 -0.11 -3.38
48 H -1.78 6.38 -4.87
49 H -3.41 8.58 -4.84
50 H -5.10 7.27 -0.78
51 H -3.55 4.99 -0.55
52 C 7.64 -0.13 1.34
53 C 6.49 0.70 1.98
54 C 6.97 1.38 3.29
55 C 7.11 0.42 4.47
56 C 5.80 -0.33 4.69
57 C 5.31 -1.07 3.42
58 N 5.29 -0.18 2.20
59 O 4.17 0.66 2.31
60 C 6.22 -2.30 3.18
61 C 3.91 -1.71 3.71
62 C 6.25 1.84 0.94
63 H 8.61 0.06 1.82
64 H 7.48 -1.21 1.35
65 H 7.76 0.10 0.27
66 H 6.27 2.17 3.58
67 H 7.94 1.88 3.13
68 H 7.94 -0.27 4.30
69 H 7.36 0.99 5.38
70 H 5.94 -1.05 5.51
71 H 5.04 0.38 5.03
72 H 5.99 -2.78 2.22
73 H 6.07 -3.06 3.96
74 H 7.29 -2.07 3.21
75 H 3.17 -0.97 4.04
76 H 3.98 -2.44 4.52
77 H 3.52 -2.22 2.83
78 H 5.86 1.44 0.00
79 H 7.18 2.37 0.72
80 H 5.55 2.60 1.31
81 C -1.90 -4.41 3.73
82 C -0.84 -4.36 2.59
83 C -1.20 -5.37 1.46
84 C -0.92 -6.82 1.83
85 C 0.53 -6.99 2.28
86 C 0.91 -6.03 3.44
87 N 0.53 -4.59 3.16
88 O 1.46 -4.08 2.24
89 C 0.24 -6.53 4.74
90 C 2.44 -6.19 3.74
91 C -1.02 -2.93 1.98
92 H -2.78 -5.00 3.45
93 H -1.53 -4.80 4.67
94 H -2.26 -3.40 3.99
95 H -0.63 -5.14 0.56
96 H -2.26 -5.27 1.19
97 H -1.61 -7.16 2.61
98 H -1.10 -7.46 0.96
99 H 0.69 -8.03 2.58
100 H 1.19 -6.82 1.42
101 H 0.37 -5.82 5.56
102 H 0.67 -7.48 5.07
103 H -0.83 -6.73 4.63
104 H 3.07 -6.00 2.86
105 H 2.67 -7.21 4.06
106 H 2.76 -5.51 4.54
107 H -0.74 -2.15 2.70
108 H -2.07 -2.76 1.70
109 H -0.43 -2.78 1.07

Properties
Total charge: -1
Kohn-Sham gap (alpha / beta): 5.959 / 5.349 eV
<S²>: 2.010
ΔE to the lowest compared entry with this formula, charge and spin: 18.4122 eV
Multiplicity: 3

=====

Record 2
DFT (the ωB97M-V functional and the def2-TZVPD basis) results for C34H53IrN2OS3 as an isolated structure in a non-equilibrium geometry.

Geometry (Å):
1 Ir -0.47 0.79 0.71
2 C -2.94 -0.71 0.74
3 C -3.01 0.66 1.10
4 C -2.06 0.85 2.21
5 C -1.33 -0.41 2.32
6 C -1.98 -1.40 1.52
7 C -1.97 -2.88 1.72
8 C -3.26 -3.15 2.54
9 C -2.08 -3.65 0.39
10 C -0.75 -3.36 2.51
11 C -1.95 1.90 3.32
12 C -1.23 1.31 4.54
13 C -3.33 2.35 3.80
14 C -1.10 3.09 2.83
15 C -3.98 1.56 0.37
16 C -3.51 3.02 0.31
17 C -4.14 1.09 -1.08
18 C -5.36 1.42 1.06
19 H -3.58 -1.17 0.01
20 H -0.71 -0.67 3.16
21 H -4.14 -2.87 1.98
22 H -3.24 -2.60 3.47
23 H -3.32 -4.21 2.77
24 H -2.98 -3.38 -0.16
25 H -2.12 -4.72 0.60
26 H -1.21 -3.45 -0.24
27 H -0.78 -3.01 3.53
28 H 0.17 -3.02 2.04
29 H -0.74 -4.45 2.54
30 H -1.74 0.42 4.90
31 H -1.25 2.04 5.35
32 H -0.19 1.08 4.35
33 H -3.95 1.48 4.00
34 H -3.84 3.00 3.10
35 H -3.23 2.90 4.73
36 H -0.09 2.74 2.56
37 H -1.00 3.80 3.64
38 H -1.54 3.60 1.98
39 H -2.51 3.06 -0.14
40 H -3.49 3.50 1.28
41 H -4.18 3.59 -0.32
42 H -3.17 0.98 -1.57
43 H -4.72 1.83 -1.64
44 H -4.69 0.16 -1.16
45 H -5.35 1.81 2.07
46 H -5.65 0.38 1.11
47 H -6.10 1.96 0.48
48 C 3.84 -3.58 -0.01
49 C 2.34 -3.78 -0.13
50 S 1.36 -2.28 -0.45
51 C 1.98 -1.72 -2.07
52 C 3.20 -0.82 -1.91
53 S 3.30 -0.24 -0.17
54 C 5.11 -0.09 0.10
55 C 5.66 -1.45 0.50
56 S 4.31 -2.39 1.30
57 H 4.29 -3.26 -0.94
58 H 4.28 -4.55 0.27
59 H 1.93 -4.20 0.79
60 H 2.14 -4.48 -0.95
61 H 1.15 -1.16 -2.50
62 H 2.18 -2.58 -2.69
63 H 3.13 0.06 -2.55
64 H 4.13 -1.34 -2.14
65 H 5.20 0.62 0.91
66 H 5.59 0.32 -0.79
67 H 6.47 -1.35 1.23
68 H 6.04 -2.03 -0.35
69 C 2.80 6.36 -0.31
70 N 2.48 5.03 0.12
71 N 1.47 4.31 -0.41
72 C 1.54 3.02 0.07
73 O 0.73 2.11 -0.29
74 C 2.64 2.99 0.95
75 C 3.20 4.25 0.96
76 C 4.38 4.76 1.68
77 C 0.37 4.93 -1.06
78 C -0.28 5.97 -0.40
79 C -1.34 6.61 -1.03
80 C -1.72 6.22 -2.31
81 C -1.07 5.16 -2.95
82 C -0.03 4.50 -2.32
83 H 2.25 6.59 -1.22
84 H 3.87 6.43 -0.51
85 H 2.54 7.10 0.45
86 H 2.95 2.13 1.51
87 H 4.73 4.02 2.40
88 H 4.14 5.68 2.22
89 H 5.19 4.99 0.99
90 H 0.02 6.27 0.59
91 H -1.85 7.41 -0.52
92 H -2.52 6.74 -2.81
93 H -1.37 4.87 -3.94
94 H 0.48 3.68 -2.80

Properties
Total charge: +3
Kohn-Sham gap (alpha / beta): 5.809 / 5.692 eV
<S²>: 1.111
ΔE to the lowest compared entry with this formula, charge and spin: 3.0344 eV
Multiplicity: 2